Below is a 6-piece molecular cluster, C8H12Br4Cl12 overall, with properties calculated with wB97M-V/def2-TZVPD.

Its energy relative to the best compared isomer or geometry (same formula, charge and spin) is 2.3 kcal per mole. The value obtained for the max |F| is 1.11 eV Å⁻¹. Its total energy is -438929.6041 eV. The value obtained for the gap between HOMO and LUMO is 10.75 eV. As for the LUMO energy: 0.01005 Ha. The structure (SMILES) is ClC(Cl)Cl.ClC(Cl)Cl.ClC(Cl)Cl.ClC(Cl)Cl.BrCCBr.BrCCBr. The value obtained for the HOMO energy is -10.48 eV.

The geometry in XYZ format:
```
36
Properties=species:S:1:pos:R:3:mulliken_charge:R:1
Br 0.41992 4.01186 6.69251 -0.164
C 0.06957 3.35993 4.86168 -0.655
C 1.33519 3.45580 4.02253 -0.481
Br 1.06569 2.38736 2.40357 -0.105
H -0.77316 3.87455 4.41300 0.357
H -0.19002 2.32886 5.07183 0.358
H 2.14592 3.03267 4.61339 0.354
H 1.64107 4.47759 3.81805 0.378
Br 1.66867 -2.09816 1.69051 -0.142
C 0.14879 -1.21602 0.77320 -0.399
C 0.10776 -1.68744 -0.65588 -0.022
Br -1.37739 -0.79701 -1.58647 -0.172
H 0.29544 -0.14505 0.88233 0.049
H -0.76985 -1.48590 1.28840 0.362
H -0.01198 -2.76825 -0.66470 0.235
H 0.93744 -1.44122 -1.30660 0.113
C -0.04849 2.08559 -3.51066 0.553
Cl 0.85397 2.93759 -2.28767 -0.101
Cl 0.58607 2.52986 -5.12953 -0.165
Cl -1.76364 2.42013 -3.44512 -0.114
H 0.09690 1.02372 -3.35052 -0.201
C -2.38775 1.36096 1.53211 0.267
Cl -3.55396 0.16912 0.98462 -0.112
Cl -3.12327 2.45222 2.72753 -0.141
Cl -1.73564 2.28257 0.16147 -0.004
H -1.58384 0.82219 2.01493 -0.014
C 2.77175 -0.34143 -5.34582 0.039
Cl 2.30181 -1.01381 -3.76006 -0.112
Cl 3.62839 -1.52625 -6.39243 -0.146
Cl 3.69942 1.09915 -5.13494 -0.080
H 1.85948 -0.15251 -5.89545 0.267
C -1.72070 -6.25027 0.03278 0.069
Cl -0.66432 -7.16725 -1.03755 -0.116
Cl -0.77853 -5.06623 0.92455 -0.091
Cl -2.67773 -7.21039 1.15490 -0.126
H -2.47295 -5.74454 -0.56051 0.264
```

=====

Below is C27H15Cl44F3N2 as an isolated structure, with properties calculated with wB97M-V/def2-TZVPD.

The value obtained for the max |F| is 10.08 eV Å⁻¹. Its total energy is -590338.6627 eV. The value obtained for the gap between HOMO and LUMO is 7.02 eV. As for the LUMO energy: -0.04632 Ha. The value obtained for the HOMO energy is -8.28 eV.

The geometry in XYZ format:
```
91
Properties=species:S:1:pos:R:3:mulliken_charge:R:1
C -2.89276 0.06695 0.90011 -0.223
C -2.72514 -0.04622 -0.51284 -0.142
C -2.41270 -0.34144 -2.12596 -0.257
C -1.43504 -1.66082 -2.18040 -0.573
C 0.02388 -1.40354 -2.89149 -0.297
C 1.09909 -0.57634 -1.92980 0.391
N 0.53477 0.45773 -0.99739 -0.230
C 1.58471 1.16029 -0.18467 0.138
C 1.08694 2.31187 0.89175 -0.491
C 2.14567 3.16149 1.85266 -0.462
C 3.75071 2.82881 1.70625 -0.246
C 4.21423 1.68127 0.63139 -0.659
C 3.16691 0.81562 -0.34312 0.414
N 3.80280 -0.17710 -1.27534 -0.525
C 2.69822 -0.85505 -2.03670 0.489
C 3.17567 -2.00374 -3.15475 -0.612
C 3.05557 -3.54112 -2.59247 -0.717
C 3.48357 -3.73734 -1.02005 0.803
F 3.70355 -5.21599 -0.81880 -0.290
F 4.81090 -3.10225 -0.68782 -0.274
F 2.41912 -3.35389 -0.04432 -0.192
H -2.73956 -0.13580 2.06524 0.035
H -3.42723 -0.61198 -2.69090 0.350
H -1.83984 0.54856 -2.62479 0.267
H -1.99421 -2.46324 -2.86474 0.370
H -1.29683 -2.17752 -1.11621 0.175
H -0.20343 -0.80172 -3.89705 0.149
H 0.42298 -2.45455 -3.23645 0.018
H -0.06135 2.57385 1.05980 0.389
H 1.83131 3.96616 2.64333 0.385
H 4.59919 3.34811 2.36031 0.306
H 5.37304 1.43835 0.55629 0.533
H 2.53521 -1.86839 -4.12524 0.213
H 4.32195 -1.78970 -3.39308 0.373
H 3.80644 -4.19581 -3.24419 0.366
H 1.99627 -4.03077 -2.72899 0.263
C 6.60896 5.05259 0.33038 0.246
Cl 7.94004 6.06193 -0.28926 -0.055
Cl 6.58950 3.49689 -0.53792 0.011
Cl 6.84767 4.75816 2.07135 -0.145
Cl 5.05865 5.89340 0.07735 -0.039
C -0.62827 6.40770 1.24409 0.248
Cl -1.29490 6.08105 -0.37560 -0.102
Cl 0.48122 5.09232 1.70599 -0.107
Cl 0.25916 7.95255 1.22064 -0.128
Cl -1.95857 6.50486 2.42532 -0.053
C 0.31475 -5.12149 2.68503 0.290
Cl 0.88270 -5.93924 1.20747 -0.090
Cl 1.70030 -4.80883 3.76069 -0.106
Cl -0.45903 -3.57690 2.24895 -0.064
Cl -0.86495 -6.16096 3.52302 -0.092
C -4.51997 9.41200 3.01472 0.329
Cl -4.49513 8.11173 4.23258 -0.096
Cl -5.38623 10.82388 3.67099 -0.104
Cl -2.84869 9.87688 2.60807 -0.056
Cl -5.34981 8.83549 1.54726 -0.086
C 1.96820 0.73479 -6.73214 0.264
Cl 1.67267 0.98307 -4.99274 -0.036
Cl 3.52450 -0.10316 -6.95642 -0.103
Cl 0.65640 -0.25392 -7.42228 -0.077
Cl 2.01923 2.31317 -7.55710 -0.092
C -5.60806 0.00389 4.24632 0.274
Cl -3.82808 -0.02356 4.31968 -0.117
Cl -6.27519 -0.53618 5.80767 -0.081
Cl -6.16294 1.66229 3.90508 -0.062
Cl -6.16605 -1.08701 2.95286 -0.029
C -0.14439 -0.10735 -11.69865 0.328
Cl 0.42355 -0.92511 -13.17621 -0.095
Cl 1.24116 0.20530 -10.62299 -0.041
Cl -0.91818 1.43723 -12.13473 -0.092
Cl -1.32410 -1.14683 -10.86066 -0.104
C -10.11100 -0.48839 2.42407 0.333
Cl -10.63718 1.11922 1.86443 -0.102
Cl -8.86576 -0.30025 3.68443 -0.013
Cl -11.50658 -1.36992 3.09483 -0.100
Cl -9.43449 -1.40262 1.05258 -0.111
C -4.17677 -8.12176 5.71534 0.302
Cl -2.84569 -7.11243 5.09570 -0.053
Cl -4.19624 -9.67746 4.84704 -0.112
Cl -3.93806 -8.41620 7.45631 -0.016
Cl -5.72708 -7.28095 5.46231 -0.099
C -1.49649 -8.98724 10.55491 0.364
Cl -2.81702 -7.80386 10.72894 -0.104
Cl 0.06003 -8.12771 10.44093 -0.089
Cl -1.47622 -10.06725 11.97189 -0.092
Cl -1.75273 -9.95016 9.07789 -0.085
C 8.07011 5.65233 -4.17400 0.298
Cl 7.40348 5.32569 -5.79368 -0.100
Cl 9.17961 4.33696 -3.71209 -0.090
Cl 8.95755 7.19718 -4.19745 -0.096
Cl 6.73981 5.74949 -2.99276 -0.010
```

=====

Below is a 2-piece molecular cluster, CHNO3 overall, with properties calculated with wB97M-V/def2-TZVPD.

Its energy relative to the best compared isomer or geometry (same formula, charge and spin) is 41.7 kcal per mole. The value obtained for the max |F| is 4.88 eV Å⁻¹. Its total energy is -8681.8752 eV. The value obtained for the gap between HOMO and LUMO (spin up / spin down) is 9.41 / 9.38 eV. As for the LUMO energy (spin up / spin down): -0.01358 / -0.01849 Ha. The value obtained for the HOMO energy (spin up / spin down) is -9.78 / -9.88 eV.

The geometry in XYZ format:
```
6
Properties=species:S:1:pos:R:3:mulliken_charge:R:1
C -3.22991 -0.15941 -0.03540 0.764
N -0.96448 0.36404 0.42438 -0.131
O -3.63770 0.90453 -0.15996 -0.373
O -2.99355 -1.26957 0.14867 -0.385
O 0.08463 0.60967 -0.30870 -0.233
H 0.80524 0.13117 -0.04393 0.358
```

=====

Below is one molecule with the formula C16H15FN4O3, with properties calculated with wB97M-V/def2-TZVPD.

Its energy relative to the best compared isomer or geometry (same formula, charge and spin) is 385.6 kcal per mole. The value obtained for the max |F| is 18.03 eV Å⁻¹. Its total energy is -31639.4217 eV. The value obtained for the gap between HOMO and LUMO is 8.15 eV. As for the LUMO energy: -0.01646 Ha. The structure (SMILES) is COc1ccc(COC(=O)c2nc3nc(C)cc(C)n3n2)cc1F. The value obtained for the HOMO energy is -8.60 eV.

The geometry in XYZ format:
```
39
Properties=species:S:1:pos:R:3:mulliken_charge:R:1
C 6.33066 -2.41604 0.92842 -0.813
H 5.59458 -3.12233 0.93506 0.396
H 7.20792 -2.58540 1.54203 0.233
H 6.75221 -2.51387 -0.19283 0.242
O 5.92035 -1.27711 1.00584 -0.370
C 4.87844 -0.59831 0.45801 0.274
C 4.48241 0.67045 0.91876 0.342
C 3.58802 1.52053 -0.05946 -0.735
C 2.91560 0.93473 -1.11619 1.183
C 3.34870 -0.43289 -1.38445 -1.115
C 4.21739 -0.88970 -0.65594 0.701
H 4.40833 -1.99890 -1.08218 0.094
H 2.82920 -1.04339 -2.31665 0.203
C 1.90621 1.73538 -1.72344 -1.455
H 1.98978 2.71153 -1.78142 0.653
H 1.81278 1.33237 -2.69281 0.504
O 0.63172 1.19055 -1.15243 -0.302
C -0.08430 0.24227 -1.62078 0.531
O 0.47356 -0.30257 -2.64592 -0.713
C -1.38779 0.17210 -0.91858 0.496
N -1.98947 1.10063 -0.44473 -0.916
N -3.19592 0.65367 0.21368 0.302
C -4.06904 1.22741 0.85057 1.596
C -5.19302 0.34984 1.24460 -1.404
C -5.15480 -0.86275 0.35089 0.313
N -4.09513 -1.52112 -0.13023 -0.261
C -3.13421 -0.95370 -0.39825 0.483
N -2.01426 -0.86041 -1.11897 -0.522
C -6.39391 -1.95462 1.00636 -0.982
H -6.39135 -2.07651 2.04261 0.388
H -7.22117 -1.36802 0.45802 0.317
H -6.18767 -2.91503 0.31118 0.243
H -5.92416 0.71379 1.67512 0.600
C -3.91697 2.39748 1.20187 -1.452
H -3.82499 3.09705 0.35095 0.339
H -2.93287 2.82652 1.83582 0.257
H -4.71307 2.86001 1.64896 0.472
H 3.36506 2.52271 0.64345 0.161
F 5.17116 1.43366 1.81306 -0.288
```

=====

Below is a 2-piece molecular cluster, C4H15N2O2 overall, with properties calculated with wB97M-V/def2-TZVPD.

Its energy relative to the best compared isomer or geometry (same formula, charge and spin) is 50.0 kcal per mole. The value obtained for the max |F| is 1.71 eV Å⁻¹. Its total energy is -11446.6460 eV. The total charge is +2. The value obtained for the gap between HOMO and LUMO (spin up / spin down) is 10.53 / 4.01 eV. The spin multiplicity is 2. As for the LUMO energy (spin up / spin down): -0.25868 / -0.49725 Ha. The value obtained for the HOMO energy (spin up / spin down) is -17.57 / -17.55 eV.

The geometry in XYZ format:
```
23
Properties=species:S:1:pos:R:3:mulliken_charge:R:1
N -1.11255 -0.47294 -0.16617 -0.334
C 0.28496 0.05176 0.06396 -0.020
C 0.37396 1.37019 -0.74271 -0.936
C 1.37677 2.38132 -0.24714 -0.388
O 0.89456 2.99164 0.91936 -0.127
C 1.23758 -1.06094 -0.40339 -0.778
N 0.62784 -2.38059 -0.23711 -0.584
H -1.04665 -1.48097 0.01271 0.475
H -1.78911 -0.14857 0.53616 0.390
H -1.55697 -0.33465 -1.07416 0.319
H 0.40640 0.15099 1.11794 0.465
H 0.55910 1.10577 -1.78637 0.522
H -0.58882 1.88104 -0.79403 0.424
H 2.28875 1.93449 0.27146 0.372
H 1.74821 3.11457 -0.97992 0.455
H 1.55679 3.60926 1.32037 0.449
H 2.20032 -1.00484 0.08358 0.400
H 1.41057 -0.94985 -1.44229 0.443
H 0.97843 -2.85579 0.58340 0.225
H 0.79609 -2.98811 -1.02637 0.226
H -3.33429 -2.37765 1.10534 0.310
H -4.05721 -1.11340 1.65266 0.306
O -3.25475 -1.42273 1.23272 -0.614
```